This record from OMol25 describes C12H12BN8RuSe4 as an isolated structure in a non-equilibrium geometry. The level of theory is the ωB97M-V functional and the def2-TZVPD basis.

Cartesian coordinates (Å):
N: -1.774 -0.094 1.308
H: -0.038 0.265 3.244
N: 1.915 0.173 0.691
H: 2.604 0.426 3.879
H: -1.076 -3.925 -2.143
C: -0.685 -3.006 -1.745
H: 1.091 2.990 -2.682
C: -2.725 0.686 1.760
C: 0.820 0.263 2.593
Se: 2.006 0.202 -3.883
H: -2.866 1.706 1.449
C: -0.899 3.220 -1.691
Ru: 2.042 0.150 -1.338
C: -2.817 -1.295 2.802
N: -0.452 -1.137 -0.576
C: 2.810 0.275 1.675
Se: 4.711 -2.213 -3.000
Se: 4.048 -1.341 -1.107
H: -2.206 -2.284 -0.290
H: -1.326 4.122 -2.090
H: 3.867 0.306 1.462
C: 2.160 0.341 2.903
N: 0.500 1.524 -1.306
C: 0.525 -2.394 -2.053
N: -1.808 -1.343 1.972
N: 0.649 -1.267 -1.351
N: 0.689 0.165 1.256
C: -1.461 2.361 -0.776
C: 0.333 2.649 -1.996
N: -0.602 1.347 -0.536
Se: 3.768 1.394 -4.397
C: -1.269 -2.182 -0.808
H: -4.319 0.308 3.302
H: -3.052 -2.145 3.423
H: 1.303 -2.705 -2.730
H: -2.431 2.417 -0.321
B: -0.566 0.089 0.360
C: -3.467 -0.043 2.741

Calculated values
largest force on an atom: 0.0197 hartree/bohr
spin multiplicity: 6
net charge: +2
frontier orbital gap (spin up / spin down): 0.2964 / 0.1438 hartree
highest occupied orbital energy (spin up / spin down): -14.078 / -14.331 eV
energy above the lowest of the compared OMol25 structures with the same formula, charge and spin: 0.00 kcal/mol

Atom charges from the Löwdin analysis, given in e for atoms 1 to 8: N 0.08; H 0.12; N -0.12; H 0.12; H 0.12; C -0.01; H 0.10; C 0.06


This record from OMol25 describes C30H29IrN3O3P as an isolated structure. The level of theory is the ωB97M-V functional and the def2-TZVPD basis.

Cartesian coordinates (Å):
O: -2.756 -2.716 -1.848
C: -5.069 0.789 0.730
C: 0.146 3.203 1.116
H: -0.993 1.875 3.176
C: -0.477 -2.548 -2.440
Ir: 0.288 0.088 -1.208
N: -0.989 -1.417 -1.626
H: -6.527 -0.496 -0.173
H: 3.350 -2.247 0.684
C: 0.412 4.543 0.887
C: -0.686 0.837 3.210
H: -0.136 6.302 -0.207
O: 1.665 1.547 -1.295
C: 3.821 -0.157 0.871
H: -1.015 -0.247 -4.098
C: 1.458 -1.380 -3.574
H: 6.680 -1.221 3.171
H: -2.503 2.837 -1.001
H: 2.135 -1.947 -2.934
H: -2.061 -3.552 -3.597
C: -1.398 4.642 -0.703
C: 3.998 -1.507 1.130
P: -1.043 0.804 0.458
H: 1.952 -1.211 -4.530
O: 1.747 -0.665 -0.189
H: 1.216 5.030 1.422
C: 4.633 0.825 1.419
C: -0.354 5.258 -0.024
C: -3.176 -0.733 -0.636
C: -4.535 -1.028 -0.742
H: 5.195 -2.928 2.185
N: 2.760 0.239 -0.017
H: -4.855 -1.858 -1.354
C: -0.554 0.097 2.034
C: -0.909 2.584 0.443
C: -0.056 -1.095 4.489
C: -2.251 -1.607 -1.366
H: -0.510 0.820 5.343
C: -0.841 -1.212 -4.584
C: -3.718 1.090 0.844
H: -1.619 -4.414 -2.104
H: 0.756 2.648 1.818
C: -0.422 0.242 4.434
H: -1.996 5.206 -1.405
C: 0.042 -1.845 3.324
C: -0.209 -1.256 2.097
H: -1.811 -1.685 -4.745
H: 6.317 1.174 2.683
H: 4.461 1.869 1.200
H: 0.142 -1.559 5.446
H: -0.417 -1.002 -5.565
H: -5.797 1.383 1.266
H: -3.408 1.916 1.472
C: 5.034 -1.881 1.970
C: -5.477 -0.263 -0.071
H: 1.337 -0.360 -3.156
H: 0.303 -3.045 -1.859
H: 0.310 -2.891 3.376
C: 5.869 -0.919 2.523
C: 0.117 -2.080 -3.775
H: -0.138 -1.847 1.195
C: -2.763 0.347 0.159
H: 0.312 -3.002 -4.333
C: 5.668 0.427 2.248
N: 2.745 1.329 -0.617
C: -1.678 3.306 -0.478
C: -1.719 -3.438 -2.571

Calculated values
largest force on an atom: 0.0115 hartree/bohr
net charge: +2
frontier orbital gap: 0.2539 hartree
highest occupied orbital energy: -14.490 eV
energy above the lowest of the compared OMol25 structures with the same formula, charge and spin: 13.63 kcal/mol

Atom charges from the Löwdin analysis, given in e for atoms 1 to 8: O 0.07; C -0.01; C -0.09; H 0.11; C -0.25; Ir 1.24; N -0.06; H 0.13


This record from OMol25 describes a 2-piece molecular cluster, C4H6ClN overall in a non-equilibrium geometry. The level of theory is the ωB97M-V functional and the def2-TZVPD basis.

Cartesian coordinates (Å):
H: 1.595 -2.025 -0.552
C: 0.411 -1.904 -0.543
C: -0.700 0.933 2.040
H: 0.153 1.993 -2.122
C: 0.050 -0.541 -0.040
C: -0.303 0.274 1.010
N: -0.215 0.664 -0.477
H: 0.043 -2.671 0.118
Cl: 0.586 2.865 -2.868
H: -0.007 -1.921 -1.580
H: -1.040 1.874 1.955
H: -0.572 0.461 3.059

Calculated values
largest force on an atom: 0.1980 hartree/bohr
spin multiplicity: 3
frontier orbital gap (spin up / spin down): 0.2560 / 0.2799 hartree
highest occupied orbital energy (spin up / spin down): -6.167 / -10.254 eV
energy above the lowest of the compared OMol25 structures with the same formula, charge and spin: 45.99 kcal/mol

Atom charges from the Löwdin analysis, given in e for atoms 1 to 8: H 0.12; C -0.05; C 0.11; H -0.38; C -0.36; C -0.16; N 0.13; H 0.06


This record from OMol25 describes C34H39N5O2P2S2Zn as an isolated structure in a non-equilibrium geometry. The level of theory is the ωB97M-V functional and the def2-TZVPD basis.

Cartesian coordinates (Å):
C: -0.602 -0.225 8.015
H: -0.171 -2.570 -0.366
P: -1.228 -0.548 0.356
C: 1.064 -0.933 -1.163
C: -2.214 0.692 -2.010
C: -2.107 2.002 -0.159
H: 3.610 4.172 -0.402
C: 3.869 0.923 -1.090
C: 1.174 0.712 -6.207
H: -3.058 -1.183 10.133
H: -2.577 2.811 -6.146
H: 0.924 -0.015 -1.767
H: 4.317 -4.608 0.624
O: 2.320 -0.024 8.070
N: 2.879 0.966 -0.102
H: -1.975 -2.117 2.694
S: 0.946 0.606 7.808
C: -4.455 -2.805 0.550
H: -5.376 -3.254 0.169
N: 3.084 -1.543 0.715
H: 5.066 2.516 -2.029
H: 5.257 -3.064 2.685
C: 0.225 -0.203 -6.941
Zn: 0.238 0.140 2.001
C: -2.720 -2.255 1.909
H: -3.928 -2.167 8.022
C: -0.136 -0.519 5.729
C: 0.422 3.046 -7.011
H: 1.272 1.497 4.120
C: 3.915 -1.535 1.837
C: 2.666 2.298 0.268
N: 0.909 0.124 6.121
H: -2.892 3.827 -1.115
C: 4.034 -3.579 0.852
N: -2.623 -1.517 0.725
P: 1.855 -0.332 0.424
C: -3.688 -1.863 -0.109
H: 1.746 -1.601 -1.722
C: -2.506 -1.065 9.209
H: 2.598 1.056 2.986
C: -3.841 -3.056 1.821
S: -0.291 -1.212 4.024
H: 0.055 0.135 -7.965
C: -0.294 -1.592 -0.870
H: 4.001 -0.636 2.450
H: -0.758 1.807 -8.354
H: 1.894 -0.193 4.071
C: -0.928 2.562 -7.583
C: 4.524 -2.772 1.930
H: 0.229 3.900 -6.346
H: -0.932 -0.859 -5.240
C: -1.877 2.063 -6.520
H: -2.100 -0.213 -2.607
H: -1.394 3.414 -8.093
H: -0.871 -1.767 -1.796
C: -1.072 -0.771 6.832
C: -2.276 -1.478 6.811
H: -4.196 -3.739 2.596
C: 1.245 2.048 -6.239
H: -0.907 0.070 10.129
C: 1.658 0.702 3.457
H: 0.691 -1.193 -7.023
C: -2.609 2.773 -1.188
H: 2.012 2.507 -5.614
H: -3.821 -1.375 -1.075
C: 3.524 3.086 -0.472
H: -3.021 2.244 -3.350
C: -1.948 0.850 -5.961
H: 1.031 3.452 -7.834
C: -1.297 -0.358 9.213
H: 1.916 2.535 1.025
C: -1.125 -0.386 -6.213
C: -2.676 1.946 -2.356
H: 1.874 0.206 -5.541
H: -2.648 -1.914 5.893
H: -2.715 0.713 -5.198
H: 4.196 -0.033 -1.502
H: -1.734 -1.114 -6.773
C: 3.144 -2.809 0.128
C: -2.995 -1.622 8.012
C: 4.285 2.218 -1.326
O: 1.110 2.101 7.488
H: -1.883 2.226 0.885
H: 2.548 -3.049 -0.754
N: -1.859 0.718 -0.656

Calculated values
largest force on an atom: 0.1922 hartree/bohr
frontier orbital gap: 0.2268 hartree
highest occupied orbital energy: -6.949 eV
energy above the lowest of the compared OMol25 structures with the same formula, charge and spin: 0.00 kcal/mol

Atom charges from the Löwdin analysis, given in e for atoms 1 to 8: C -0.26; H 0.10; P 0.98; C -0.35; C -0.14; C -0.13; H 0.10; C -0.13